Entry 1:
# C13H28ClINP2Ru

A structure of composition C13H28ClINP2Ru at a distorted geometry (wB97M-V/def2-TZVPD, OMol25).

XYZ file:
```
47
Properties=species:S:1:pos:R:3:forces:R:3
C 0.80141 -3.06061 -3.30781 -0.1 -0.1 -0.4
I 0.76056 -2.82952 -1.10596 0.2 -0.8 -1.2
H 0.63128 -2.09951 -3.80705 0.1 -0.2 0.5
H -0.00554 -3.76223 -3.49937 0.0 0.0 0.1
H 1.76378 -3.49499 -3.57421 0.0 0.1 0.3
Ru 0.18901 -0.31558 -0.96805 0.2 1.4 -2.2
P -1.99957 -0.68403 -1.17198 -4.9 -0.4 0.4
C -2.69008 -2.10503 -0.26465 0.4 0.0 0.1
C -3.11284 0.68758 -0.71865 0.4 0.2 0.2
H -4.11366 0.49484 -1.12871 0.3 -0.1 0.0
H -3.42485 -0.97911 -3.08479 0.1 0.0 0.1
H -2.72248 1.62215 -1.13521 -0.2 -0.1 0.1
H -1.88310 -0.15960 -3.49792 -0.2 -0.3 -0.1
H -2.57453 -1.93328 0.81359 -0.1 -0.1 -0.2
H -3.18650 0.76327 0.37402 0.0 0.0 -0.3
C -2.34029 -0.97827 -2.92655 0.7 0.1 -0.3
H -3.76157 -2.20320 -0.49800 0.3 0.1 0.0
H -1.91718 -1.93906 -3.24042 -0.2 0.2 -0.1
H -2.16037 -3.02230 -0.54753 -0.3 0.1 0.1
P 2.34031 0.13033 -0.53693 4.2 1.4 1.7
C 3.20795 -0.99560 0.59638 -0.3 -0.2 0.0
C 3.23270 0.04963 -2.11015 -0.5 -0.2 -0.4
H 2.13960 2.54217 -0.41949 0.2 -0.1 0.2
H 3.78463 1.98132 0.02397 -0.2 -0.1 0.0
H 2.44664 1.82009 1.20196 0.1 0.1 -0.3
C 2.70846 1.78717 0.13569 -0.5 -0.1 0.0
H 2.69799 0.67188 -2.83800 0.3 -0.1 0.0
H 4.24959 0.42909 -1.95758 -0.1 0.0 0.1
H 4.26714 -0.71096 0.65791 -0.2 0.0 -0.1
H 3.11862 -2.02707 0.23472 0.3 0.3 0.2
H 3.27987 -0.98663 -2.46018 0.1 0.2 -0.1
H 2.76481 -0.92135 1.59509 0.1 0.0 -0.1
Cl 0.03708 1.60252 -2.33312 0.2 -1.4 0.7
C -0.92435 2.28956 4.77262 0.1 -0.1 0.4
C -0.69072 1.68336 3.43271 -0.2 0.5 0.2
C -0.74662 2.46408 2.27380 0.1 -0.3 -1.1
C -0.51819 1.87109 1.03739 0.0 0.0 0.1
N -0.25574 0.54845 0.92021 0.0 0.3 0.7
C -0.20193 -0.21694 2.03406 -0.1 0.4 0.1
C -0.41117 0.32439 3.29789 0.2 -0.7 -0.8
H -0.22333 3.11471 4.94997 -0.2 -0.1 0.0
H -1.94303 2.68846 4.86675 0.2 0.0 -0.1
H -0.78091 1.53304 5.54837 0.0 0.2 0.0
H -0.96488 3.53019 2.26940 0.0 -0.2 0.3
H -0.53048 2.40844 0.08267 -0.1 0.1 0.7
H 0.01536 -1.27136 1.85967 -0.1 0.1 0.3
H -0.35287 -0.34154 4.15346 0.0 0.2 0.0
```
Positions in Å, forces in eV/Å.

Expectation value of S²   6.02
Charge   +3
Spin multiplicity   5
Frontier orbital gap (spin up / spin down)   8.678 / 5.310 eV

=====

Entry 2:
# C13H28CrGeN2O3

A structure of composition C13H28CrGeN2O3 at a distorted geometry (wB97M-V/def2-TZVPD, OMol25).

XYZ file:
```
48
Properties=species:S:1:pos:R:3:forces:R:3
Cr -0.12041 0.51824 -0.30326 2.2 -0.6 -0.5
C -0.59369 1.24142 2.78729 0.3 0.2 -0.4
O -0.79483 0.28352 1.72857 -1.3 -0.9 1.0
C -1.62573 -0.89808 2.05901 0.8 0.8 0.4
C -2.50981 -1.27805 0.84890 1.0 1.3 -0.7
O -1.71166 -0.88065 -0.33048 -2.0 -2.3 0.1
C -2.35583 -1.25984 -1.58553 0.7 0.7 0.3
C -1.24571 -1.22651 -2.65762 0.6 0.8 0.1
O -0.37570 -0.07666 -2.35359 -0.4 -1.0 -0.7
C 0.63299 0.17478 -3.36290 -0.6 0.2 -0.4
H -0.49892 0.73197 3.74341 0.3 0.0 0.1
H -1.43802 1.92746 2.85024 -0.3 0.0 -0.1
H 0.31422 1.83735 2.52340 -0.5 -0.8 0.2
H -2.23424 -0.65977 2.95341 0.1 -0.2 -0.5
H -0.90963 -1.69395 2.33703 -0.4 0.2 -0.3
H -3.41125 -0.65191 0.78279 0.0 -0.2 0.4
H -2.79622 -2.34594 0.81326 0.4 0.5 0.1
H -3.12950 -0.50021 -1.78866 0.2 -0.2 -0.1
H -2.85539 -2.24397 -1.49993 0.5 0.4 -0.1
H -1.65531 -1.09768 -3.67887 0.0 0.0 0.5
H -0.63464 -2.14325 -2.64540 -0.1 0.3 0.2
H 0.17386 0.71182 -4.21603 0.0 -0.2 0.4
H 1.05446 -0.75911 -3.73719 0.1 -0.1 0.2
H 1.42084 0.79658 -2.93374 -0.2 -0.3 0.3
C 2.22303 -1.69670 2.21150 0.3 0.0 -0.2
Ge 2.75769 -1.02408 0.39197 -0.6 1.4 -0.3
C 4.75925 -0.84371 0.42269 0.0 0.3 -0.3
C 2.28800 -2.45514 -0.95857 1.0 -0.1 0.2
C 1.82251 0.67689 0.06121 0.5 -0.3 -0.1
H 3.11279 -2.09489 2.71871 -0.3 -0.1 0.0
H 1.46727 -2.49275 2.12186 0.1 0.3 0.2
H 1.86049 -0.81967 2.78143 0.0 -0.5 -0.3
H 5.27789 -1.80287 0.56352 -0.1 0.2 0.0
H 5.01477 -0.16143 1.25920 -0.1 -0.4 -0.4
H 5.11343 -0.37180 -0.52868 -0.3 -0.4 0.7
H 2.94000 -3.31953 -0.75053 -0.4 0.0 -0.1
H 2.51955 -2.13161 -1.98437 -0.1 0.1 0.3
H 1.24163 -2.74386 -0.91354 -0.2 -0.1 0.1
H 2.57837 1.38029 -0.34958 -0.2 -0.1 0.1
N -2.61433 2.19733 0.00190 0.8 1.7 -1.4
C -2.85879 3.47774 0.43793 0.8 -0.2 0.5
C -1.65532 4.19626 0.39822 -2.1 -1.6 -0.1
C -0.76094 3.32429 -0.22748 0.0 -0.2 -0.8
N -1.34975 2.17919 -0.58698 -0.8 0.5 0.9
H -3.33645 1.60689 -0.40887 0.5 0.2 0.2
H -3.85510 3.72428 0.76460 0.1 0.2 0.2
H -1.52214 5.17872 0.75134 0.3 0.8 0.2
H 0.27630 3.50859 -0.51162 -0.4 -0.3 0.2
```
Positions in Å, forces in eV/Å.

Expectation value of S²   6.11
Charge   0
Spin multiplicity   5
Frontier orbital gap (spin up / spin down)   3.770 / 4.494 eV

=====

Entry 3:
# C13H28N2P2RhS

A structure of composition C13H28N2P2RhS at a distorted geometry (wB97M-V/def2-TZVPD, OMol25).

XYZ file:
```
47
Properties=species:S:1:pos:R:3:forces:R:3
Rh 0.38273 -0.26966 -0.72420 -1.9 0.6 0.1
H 2.07624 0.24811 -0.18908 0.8 -0.7 0.2
H 2.14970 -0.56500 -0.23618 0.5 0.9 0.1
P -0.00937 1.87623 -1.52853 0.0 1.5 -0.3
P -0.12652 -2.35404 -1.49174 0.3 -1.2 -0.7
C -1.42844 -3.36317 -0.69050 -0.2 0.2 0.2
H -1.42486 -4.37732 -1.12023 0.1 0.3 0.1
H -1.27463 -3.42576 0.39524 -0.1 0.1 -0.5
H -2.40058 -2.90014 -0.90306 0.2 -0.1 0.1
C -0.45365 -2.76349 -3.25110 0.0 0.4 -0.1
H 0.34452 -2.36362 -3.88772 -0.2 0.0 0.2
H -0.48617 -3.85724 -3.37653 0.0 0.4 0.2
H -1.41236 -2.34701 -3.58384 0.2 0.0 0.1
C 1.37521 -3.39500 -1.24943 0.2 0.0 0.0
H 1.64485 -3.49404 -0.19073 -0.1 0.0 -0.4
H 1.22374 -4.40159 -1.66535 0.0 0.3 0.1
H 2.20726 -2.91696 -1.77967 -0.1 -0.1 0.1
C -0.47918 2.36392 -3.23674 0.1 -0.6 -0.2
H -0.43986 3.45865 -3.34571 0.0 -0.4 0.3
H 0.20573 1.90853 -3.95891 -0.2 0.1 0.1
H -1.50159 2.03067 -3.45488 0.2 0.0 0.1
C -1.20177 2.99920 -0.66885 -0.2 -0.2 0.3
H -0.99394 3.04912 0.40581 -0.1 -0.1 -0.2
H -1.15526 4.01885 -1.08746 0.2 -0.4 0.0
H -2.22195 2.62236 -0.81654 0.2 0.0 0.1
C 1.57461 2.79001 -1.31361 0.2 -0.2 -0.1
H 2.32802 2.33665 -1.96895 -0.1 0.1 0.1
H 1.48263 3.85673 -1.56588 -0.2 -0.3 0.0
H 1.92051 2.70364 -0.27790 0.0 0.0 -0.2
H 0.36802 -0.06525 -2.28256 1.5 0.0 -1.7
H -1.05230 -0.32773 -1.39505 -1.4 0.0 0.8
N 0.36497 -2.76770 1.97432 -0.2 0.2 -0.1
C -0.21117 -1.55512 2.21004 0.1 0.7 0.0
N -0.00155 -0.42295 1.54239 0.6 -0.6 1.5
C -0.22780 0.68531 2.38146 0.9 -0.8 -0.3
C 0.34682 1.97268 2.29190 0.1 -1.1 -2.9
C 0.36041 2.79500 3.42026 -0.1 1.1 1.6
C -0.30565 2.41323 4.59800 -0.3 -0.5 0.3
C -0.96837 1.17861 4.67086 -1.0 1.6 2.7
C -0.84985 0.30253 3.60127 -0.1 -1.7 -1.0
S -1.13920 -1.41835 3.68685 0.2 1.3 0.1
H 0.21065 -3.48656 2.67952 0.1 0.3 -0.3
H 1.29705 -2.75338 1.58601 -0.1 0.0 0.0
H 0.83842 2.30872 1.36903 -0.2 -0.4 0.6
H 0.89856 3.74836 3.39429 -0.2 -0.4 0.0
H -0.29401 3.06015 5.47945 0.0 -0.2 -0.4
H -1.54063 0.86381 5.55421 0.4 0.4 -0.4
```
Positions in Å, forces in eV/Å.

Expectation value of S²   6.02
Energy relative to the best compared isomer or geometry (same formula, charge and spin)   69.2 kJ/mol
Charge   +1
Spin multiplicity   5
Frontier orbital gap (spin up / spin down)   4.234 / 5.211 eV

=====

Entry 4:
# C13H28NO5S

A cluster of 2 separate species, C13H28NO5S in total at a distorted geometry (wB97M-V/def2-TZVPD, OMol25).

XYZ file:
```
48
Properties=species:S:1:pos:R:3:forces:R:3
C 5.35232 -1.66297 1.24587 0.3 0.4 0.3
O 5.29475 -0.24325 1.31930 -0.2 0.0 -0.1
C 3.99250 0.30268 1.19443 0.3 -0.6 -0.3
C 3.45659 0.20921 -0.24680 0.2 0.3 0.1
C 2.87103 1.50088 -0.84037 -0.3 -0.4 0.2
C 1.96744 2.35247 0.05710 -0.3 0.0 -0.3
C 0.50404 1.90294 0.06924 0.3 0.1 0.4
C 0.25774 0.70992 0.99985 -0.2 0.1 -0.2
C -0.89941 -0.19872 0.58588 0.3 0.1 0.3
C -0.98424 -0.66618 -0.85590 0.5 -0.8 0.1
C -0.07567 -1.94829 -0.96109 -1.6 0.5 0.7
C 0.20947 -2.35529 0.48772 0.3 0.0 -0.9
N -0.72053 -1.52416 1.31001 0.7 0.0 1.0
H 5.67153 -2.04978 2.21112 0.0 -0.1 0.2
H 4.39302 -2.10876 0.99487 -0.1 -0.1 -0.2
H 6.10643 -1.94173 0.51763 0.0 -0.1 -0.2
H 3.32763 -0.25182 1.86493 -0.2 0.2 0.3
H 4.08000 1.32688 1.53259 0.0 0.2 0.1
H 2.74499 -0.60730 -0.33960 -0.2 -0.2 0.0
H 4.30776 -0.08051 -0.85369 0.1 -0.1 -0.2
H 3.67465 2.09735 -1.25363 0.2 0.2 0.2
H 2.26304 1.21374 -1.69782 0.0 0.0 -0.3
H 1.98990 3.36536 -0.33273 0.0 0.2 0.0
H 2.31552 2.41612 1.08442 0.2 0.0 0.1
H 0.17424 1.71534 -0.94541 0.0 -0.1 -0.2
H -0.10202 2.72341 0.43821 -0.2 0.2 -0.1
H 1.15903 0.12267 1.14978 0.3 -0.1 -0.2
H 0.00670 1.12792 1.97095 0.0 -0.1 0.3
H -1.80926 0.21446 0.99313 -0.4 0.2 -0.2
H -0.62073 0.03939 -1.58427 -0.3 0.5 0.0
H -2.01609 -0.91321 -1.06871 -0.1 0.0 -0.3
H 0.80041 -1.69239 -1.53261 0.4 -0.4 -0.1
H -0.69258 -2.71596 -1.40777 0.4 -0.2 -0.6
H 0.07074 -3.40321 0.71014 -0.1 -0.2 0.0
H 1.23489 -2.09701 0.71900 0.1 0.2 0.5
H -0.25960 -1.38329 2.21347 -0.3 0.2 0.0
H -1.61026 -1.97925 1.51494 0.0 -0.1 -0.3
C -5.69997 -0.41963 -1.40880 -0.3 -0.1 0.1
C -6.12697 1.00460 -1.69823 0.1 0.0 -0.4
O -5.62297 1.75273 -0.57725 0.2 -0.2 0.3
S -4.25089 1.12378 -0.07856 -0.6 0.0 -0.4
O -3.15457 1.82764 -0.64464 0.2 -0.1 0.1
O -4.33035 0.89534 1.32024 0.2 0.1 0.1
O -4.38033 -0.28288 -0.84178 0.0 0.2 -0.1
H -6.34777 -0.89291 -0.67000 0.0 0.0 0.0
H -5.64880 -1.03359 -2.30302 0.2 0.0 0.0
H -7.20509 1.11743 -1.75195 0.0 0.1 0.2
H -5.66822 1.38986 -2.61020 0.0 0.0 0.0
```
Positions in Å, forces in eV/Å.

Energy relative to the best compared isomer or geometry (same formula, charge and spin)   38.2 kJ/mol
Charge   +1
Spin multiplicity   1
Frontier orbital gap   9.008 eV